No. 1
119
Properties=species:S:1:pos:R:3:forces:R:3 method="wB97M-V/def2-TZVPD" homo_energy_ev=-12.528 orbital_gap_ev=7.36 total_charge=+1 fmax_ev_per_a=5.66
C -4.116 4.145 1.119 2.0 -0.2 -1.4
C -2.854 4.129 0.457 -1.3 -0.8 0.6
C -2.406 3.005 -0.604 -0.5 0.3 -2.3
N -1.878 1.758 -0.048 -0.6 0.7 -4.1
C -1.437 0.680 -0.903 -0.8 0.8 -1.1
N -0.897 -0.527 -0.215 -0.4 3.2 -0.4
C 0.566 -0.156 0.048 1.9 0.4 -1.0
C 1.583 -1.273 -0.537 -0.2 0.7 0.4
C -1.498 0.805 -2.441 -1.0 2.4 1.3
C -2.044 2.107 -3.142 0.5 -1.4 4.3
C -2.087 2.250 -4.725 -0.6 3.4 -3.8
O -2.336 3.331 -5.328 0.8 -4.3 3.6
O -1.797 1.124 -5.584 1.7 1.7 3.0
B -0.350 0.945 -5.696 0.8 -0.8 -0.4
C 0.174 -0.612 -5.564 -1.1 0.2 0.0
O 0.598 2.021 -5.866 -2.0 -1.3 2.0
C -2.537 3.234 -2.145 1.4 -2.5 0.3
N -3.100 4.453 -2.742 0.3 -1.2 2.6
C -2.171 5.629 -2.654 0.2 1.6 -1.3
C -0.651 5.327 -3.084 0.0 1.3 0.7
C 0.286 5.601 -1.798 0.8 -0.3 -0.2
C 1.499 4.562 -1.617 0.4 0.9 0.7
H -4.195 4.403 2.239 0.0 0.6 -2.3
H -5.057 3.933 0.502 1.4 -0.8 1.4
H -2.083 4.937 0.686 -0.6 -1.8 0.3
H -1.830 1.631 0.982 -0.1 0.3 -1.0
H -1.379 -0.582 0.703 0.3 -0.2 -0.9
H 0.804 0.813 -0.541 -0.5 -1.4 1.0
H 0.751 0.096 1.149 -0.3 -0.6 -1.5
H 2.563 -0.786 -0.912 -1.6 -0.7 0.7
H 1.077 -1.758 -1.438 0.7 0.4 1.4
H 1.832 -1.990 0.310 -0.4 0.7 -1.6
H -1.136 -0.102 -3.053 -0.7 1.7 1.1
H -0.754 -1.304 -5.505 1.6 1.0 0.1
H 0.768 -0.928 -6.485 -0.5 0.4 1.5
H 0.791 -0.687 -4.587 -0.8 -0.2 -1.7
H 1.115 2.016 -5.017 -0.1 0.0 -1.4
H -3.899 4.700 -2.116 0.5 -0.2 -0.8
H -2.573 6.411 -3.407 0.4 -1.4 1.2
H -2.262 6.149 -1.622 0.5 -1.0 -1.5
H -0.353 6.120 -3.872 -0.6 -1.5 1.2
H -0.485 4.315 -3.584 -0.4 1.3 0.9
H 0.772 6.640 -1.952 -1.0 -1.6 0.5
H -0.323 5.613 -0.813 0.9 0.1 -1.7
H 1.217 3.654 -0.965 0.3 1.2 -1.3
H 1.962 4.266 -2.617 -0.7 0.2 1.4
H 2.324 5.122 -1.028 -1.2 -1.1 -0.9
C -7.679 1.853 -4.327 -0.4 -0.8 0.1
C -7.115 2.788 -5.419 -1.1 0.0 0.0
C -5.964 3.706 -4.998 0.8 0.4 -0.6
F -6.282 4.523 -3.976 -0.1 0.0 0.1
F -5.602 4.511 -6.028 -0.2 -0.3 0.0
F -8.138 3.495 -5.956 0.3 0.1 0.2
F -6.650 1.986 -6.422 0.4 0.1 0.4
O -8.846 2.290 -3.609 0.8 1.3 0.4
C -8.651 3.178 -2.527 0.2 -1.8 -0.6
C -9.216 4.581 -2.794 -0.5 0.7 -0.2
F -8.733 5.115 -3.933 -0.1 -0.3 0.1
F -8.881 5.431 -1.790 0.1 -0.4 0.2
F -7.344 3.185 -2.188 -0.1 0.4 0.4
F -9.303 2.633 -1.475 -0.1 0.5 -0.2
H -8.020 0.955 -4.851 -0.1 0.3 -0.1
H -6.901 1.495 -3.647 0.0 0.3 -0.1
H -5.085 3.123 -4.711 0.0 -0.1 0.0
H -10.307 4.551 -2.875 0.1 -0.2 0.1
C 6.582 0.650 -4.632 0.8 -0.1 -0.2
C 5.148 0.104 -4.808 0.7 -0.6 0.6
C 4.032 1.147 -4.904 -0.4 0.2 -0.5
F 3.960 1.953 -3.828 -0.1 0.0 0.0
F 2.821 0.533 -4.998 0.2 -0.3 0.1
F 4.901 -0.794 -3.824 -0.3 0.3 -0.1
F 5.139 -0.609 -5.972 -0.2 0.5 0.0
O 7.108 0.723 -3.295 -1.3 0.8 0.4
C 6.750 1.846 -2.514 1.1 -0.4 -1.6
C 5.844 1.484 -1.327 -0.1 -0.2 0.7
F 4.740 0.808 -1.715 0.1 0.0 -0.1
F 5.414 2.603 -0.692 0.3 0.1 -0.3
F 6.226 2.795 -3.313 -0.2 0.2 0.5
F 7.909 2.357 -2.042 -0.4 -0.3 0.4
H 7.239 -0.070 -5.129 -0.2 -0.1 0.2
H 6.738 1.585 -5.177 -0.3 0.0 0.2
H 4.156 1.771 -5.793 0.1 -0.1 -0.1
H 6.381 0.860 -0.606 0.2 0.1 -0.2
C 1.122 -5.078 4.763 -0.1 0.6 0.6
C 0.986 -6.609 4.607 -0.8 0.5 -0.2
C 2.117 -7.318 3.858 0.5 -0.9 0.1
F 2.296 -6.861 2.605 -0.1 0.1 0.0
F 1.845 -8.643 3.743 -0.2 0.2 0.3
F -0.221 -6.883 4.053 0.3 -0.1 -0.1
F 0.942 -7.130 5.869 0.4 0.0 -0.2
O 0.441 -4.251 3.800 0.6 -0.6 -1.3
C 1.082 -4.030 2.561 0.3 -0.1 2.2
C 0.353 -4.692 1.381 -0.5 -0.4 -0.6
F 0.157 -6.009 1.580 0.0 0.3 0.2
F 1.077 -4.570 0.241 0.2 0.3 0.3
F 2.373 -4.393 2.660 -0.2 0.2 -0.6
F 1.089 -2.684 2.379 -0.3 -0.1 -0.3
H 0.635 -4.828 5.710 -0.1 -0.2 -0.2
H 2.161 -4.767 4.900 -0.1 -0.2 -0.2
H 3.062 -7.220 4.398 -0.1 0.1 0.2
H -0.627 -4.228 1.222 0.1 0.1 0.2
C 3.033 -6.691 9.224 -0.4 -0.8 0.2
C 3.653 -5.801 8.124 -0.9 -0.1 0.2
C 4.814 -4.902 8.558 0.8 0.4 -0.3
F 4.490 -4.051 9.546 -0.1 -0.1 -0.1
F 5.227 -4.134 7.515 -0.2 -0.3 -0.2
F 2.663 -5.082 7.537 0.2 0.2 0.0
F 4.125 -6.642 7.156 0.3 0.1 0.2
O 1.858 -6.204 9.894 0.8 1.3 0.2
C 2.044 -5.289 10.957 0.4 -1.8 -0.3
C 1.522 -3.881 10.633 -0.4 0.7 0.0
F 2.051 -3.392 9.491 -0.1 -0.2 0.0
F 1.847 -3.011 11.619 0.0 -0.4 0.1
F 3.337 -5.304 11.333 -0.2 0.4 0.2
F 1.348 -5.786 12.003 -0.2 0.5 -0.3
H 2.684 -7.595 8.716 -0.1 0.3 -0.1
H 3.782 -7.049 9.936 0.0 0.4 -0.1
H 5.667 -5.501 8.886 -0.1 -0.2 0.0
H 0.433 -3.888 10.520 0.1 -0.2 0.1

---

No. 2
79
Properties=species:S:1:pos:R:3:forces:R:3 method="wB97M-V/def2-TZVPD" homo_energy_ev=-13.884 orbital_gap_ev=4.48 total_charge=+3 fmax_ev_per_a=3.42
Hf 1.188 -1.130 1.220 -2.1 0.8 0.5
C 4.439 -0.561 2.582 1.6 1.7 -0.3
C 3.570 0.700 2.533 -0.7 -1.8 -0.4
N 2.053 0.369 2.552 2.2 0.9 1.1
C 1.550 0.055 3.920 -0.9 0.5 0.8
C 1.766 -1.389 4.317 -0.4 -0.2 0.4
N 1.155 -2.224 3.232 -0.7 0.1 0.2
C 1.522 -3.676 3.222 -0.4 0.1 1.2
C 0.501 -4.501 2.444 0.7 -1.1 0.0
C -0.045 -3.901 1.177 -1.4 0.1 -1.0
N 0.922 -3.112 0.300 0.1 -0.6 -1.6
C 2.254 -3.763 -0.043 -0.3 -0.3 -2.1
C 3.308 -2.706 -0.516 -0.8 -1.6 0.2
N 3.331 -1.591 0.481 0.9 1.8 -0.9
C 4.196 -1.784 1.686 -0.3 -1.1 1.3
H 4.599 -0.794 3.620 -0.5 -0.9 0.4
H 5.477 -0.182 2.398 -0.7 -0.1 -0.4
H 3.735 1.253 1.626 0.0 0.3 -0.5
H 3.869 1.330 3.359 -0.3 0.3 0.3
H 1.691 1.276 2.291 -0.8 0.2 0.0
H 0.442 0.198 3.942 0.9 0.3 -0.2
H 2.004 0.748 4.634 -0.1 -0.1 0.0
H 1.200 -1.591 5.227 0.0 0.2 0.1
H 2.779 -1.644 4.594 0.4 -0.3 -0.6
H 0.132 -2.111 3.449 0.9 -0.5 -0.5
H 1.485 -4.026 4.265 0.2 0.0 -0.3
H 2.561 -3.751 2.909 -0.2 -0.2 -0.1
H -0.358 -4.646 3.124 0.2 -0.2 -0.4
H 0.887 -5.532 2.171 -0.1 1.2 0.8
H -0.876 -3.195 1.395 0.5 -0.3 -0.2
H -0.513 -4.744 0.623 0.4 0.7 -0.1
H 0.436 -2.922 -0.631 0.4 -0.4 1.3
H 2.142 -4.507 -0.905 0.0 0.9 1.3
H 2.548 -4.299 0.824 0.5 -0.5 0.7
H 2.936 -2.366 -1.512 0.6 0.3 0.7
H 4.302 -3.230 -0.634 -0.9 0.8 0.1
H 3.787 -0.786 -0.009 -0.5 -0.7 0.3
H 5.176 -2.122 1.360 0.0 -0.4 0.0
H 3.753 -2.569 2.361 0.5 0.5 -1.1
Br -5.288 9.703 -0.739 0.4 -0.8 0.3
C -4.982 7.840 -0.434 -1.1 0.1 -0.6
C -6.066 7.067 0.006 0.7 -0.3 0.1
C -5.873 5.695 0.122 -1.0 -0.8 0.5
C -4.697 5.052 -0.296 -0.2 0.2 0.2
C -3.685 5.831 -0.803 1.3 0.3 -1.6
C -3.832 7.202 -0.867 1.1 0.4 -0.5
N -4.469 3.701 -0.029 -0.4 -0.7 0.7
N -3.475 3.185 -0.585 0.5 1.8 -1.3
C -2.919 2.066 -0.033 -2.2 -1.8 1.7
C -3.477 1.482 1.145 1.8 -1.0 -0.4
C -2.758 0.420 1.797 0.3 1.4 -1.6
C -1.469 0.090 1.362 -1.6 1.8 -0.8
O -0.683 -0.725 2.052 2.3 -1.4 -0.5
C -0.926 0.737 0.222 1.2 -0.9 0.4
N 0.496 0.534 0.001 -1.8 0.2 -0.3
C 1.040 1.259 -1.000 -0.1 -0.5 0.2
C 0.299 1.971 -1.902 -1.4 0.1 0.3
C -1.097 2.050 -1.796 0.0 0.4 -0.2
C -1.721 1.554 -0.611 0.8 1.0 0.0
H -7.013 7.538 0.244 0.1 -0.2 0.1
H -6.674 5.060 0.536 0.4 0.4 -0.3
H -2.811 5.348 -1.313 -0.8 0.6 0.9
H -3.026 7.768 -1.337 -0.3 0.0 0.3
H -4.410 1.862 1.569 0.4 -0.1 -0.3
H -3.141 -0.069 2.663 -0.3 -0.2 0.5
H 2.108 1.258 -1.162 0.3 -0.3 0.3
H 0.814 2.544 -2.626 0.3 0.2 -0.9
H -1.651 2.549 -2.635 0.3 -0.4 1.3
Br -1.475 -1.581 -3.509 0.5 -0.1 0.1
C -0.727 -1.858 -5.260 0.5 0.2 -3.4
C -1.579 -1.498 -6.375 0.6 0.3 1.0
C -1.058 -1.656 -7.653 1.9 -0.5 0.5
C 0.272 -2.213 -7.840 -1.2 -0.3 -0.8
C 1.012 -2.538 -6.708 -1.4 1.5 0.4
N 0.512 -2.273 -5.464 -0.9 -0.3 1.1
H -2.542 -0.974 -6.217 0.7 -0.7 -0.1
H -1.597 -1.269 -8.506 -0.1 -0.3 0.0
H 0.621 -2.449 -8.900 -0.3 0.6 1.7
H 2.046 -2.841 -6.703 0.0 -0.3 -0.3

---

No. 3
46
Properties=species:S:1:pos:R:3:forces:R:3 method="wB97M-V/def2-TZVPD" homo_energy_ev=-4.645 orbital_gap_ev=6.36 total_charge=-1 fmax_ev_per_a=1.39
C -1.574 -0.463 -1.502 0.0 0.0 0.3
C -0.201 0.218 -1.517 0.0 0.0 -0.2
C 0.233 1.276 -0.461 0.0 0.3 0.3
C 1.432 0.724 0.357 -0.3 -0.3 0.1
C 2.724 0.457 -0.400 0.0 0.3 0.0
C 3.605 -0.688 0.117 0.3 -0.1 0.1
C 2.898 -1.890 0.709 0.0 -0.1 0.0
O 2.076 -2.470 -0.276 -0.2 0.2 0.0
C 0.930 -3.131 0.238 0.1 0.0 -0.1
C 1.539 1.731 1.450 0.9 0.8 0.7
O 2.542 2.226 1.942 -0.5 -0.5 -0.3
N 0.263 2.133 1.804 -0.1 -0.2 -0.9
C -0.692 1.763 0.700 0.0 0.1 0.3
C -1.545 3.046 0.538 0.3 0.0 -0.1
I -2.941 3.069 -1.070 0.1 -0.6 -0.4
C -2.211 3.445 1.872 0.0 -0.3 0.1
C -2.944 2.321 2.591 0.0 0.1 0.0
I -3.552 5.099 1.688 0.0 0.5 0.3
H -1.958 -0.610 -0.488 0.0 0.0 0.0
H -1.511 -1.452 -1.971 0.1 0.0 0.1
H -2.313 0.094 -2.064 -0.2 0.3 0.0
H -0.054 0.665 -2.506 0.0 -0.1 0.1
H 0.543 -0.580 -1.450 -0.1 0.0 -0.1
H 0.573 2.203 -0.949 0.0 -0.2 -0.2
H 1.051 -0.174 0.867 0.1 -0.1 -0.3
H 3.328 1.369 -0.335 -0.1 0.0 -0.2
H 2.491 0.302 -1.455 0.0 -0.1 0.1
H 4.304 -0.309 0.872 -0.1 0.0 0.0
H 4.215 -1.047 -0.719 0.0 0.0 0.1
H 2.302 -1.620 1.594 0.1 0.1 -0.1
H 3.657 -2.609 1.055 -0.1 0.0 0.0
H 1.219 -4.002 0.840 -0.1 0.0 0.0
H 0.324 -3.445 -0.610 0.0 0.0 0.0
H 0.339 -2.450 0.867 0.0 0.0 0.0
H 0.279 3.114 2.047 -0.1 -0.1 0.3
H -1.295 0.915 1.034 -0.1 0.2 0.0
H -0.837 3.830 0.252 -0.2 0.0 0.0
H -1.444 3.869 2.519 -0.1 -0.1 0.0
H -3.796 1.972 2.004 0.1 0.0 0.0
H -2.264 1.488 2.778 -0.1 0.0 0.0
H -3.321 2.670 3.554 0.0 0.0 -0.1
C -1.870 -4.497 -2.888 0.2 0.2 -0.1
O -1.235 -3.413 -2.954 0.0 -0.2 0.0
O -1.728 -5.328 -4.044 -0.1 0.1 0.2
O -2.584 -4.958 -2.001 0.0 -0.1 0.0
H -1.147 -4.822 -4.623 0.0 0.1 0.1

---

No. 4
50
Properties=species:S:1:pos:R:3:forces:R:3 method="wB97M-V/def2-TZVPD" homo_energy_ev="-8.084 / -8.062" orbital_gap_ev="7.56 / 7.76" multiplicity=2 fmax_ev_per_a=3.82
Fe 0.837 -1.901 0.594 -0.7 1.0 -3.6
C -4.519 -1.842 -2.394 0.0 0.0 0.1
C -3.927 -3.058 -1.696 0.0 0.2 0.0
N -3.276 -2.757 -0.428 0.0 0.1 0.1
C -2.089 -2.130 -0.312 -0.3 -0.1 0.1
S -1.364 -2.103 1.267 0.4 -0.2 0.7
N -1.583 -1.540 -1.357 0.4 -0.1 -0.2
N -0.298 -1.139 -1.110 0.0 -0.8 0.3
C 0.200 -0.265 -1.900 0.1 0.2 -0.1
C -0.556 0.403 -3.000 0.0 0.0 0.0
C 1.618 0.019 -1.658 -0.2 0.0 -0.2
C 2.379 0.898 -2.411 0.2 0.1 -0.1
C 3.727 1.031 -2.117 0.0 0.0 0.0
C 4.276 0.285 -1.087 -0.1 0.0 0.0
C 3.439 -0.558 -0.373 0.1 0.1 0.0
N 2.145 -0.676 -0.657 0.5 -0.3 1.3
H -5.038 -2.153 -3.303 0.0 0.0 0.0
H -3.732 -1.142 -2.662 0.0 0.0 0.0
H -5.234 -1.335 -1.744 0.0 0.0 0.0
H -3.198 -3.542 -2.350 0.0 0.0 0.0
H -4.716 -3.775 -1.473 0.0 -0.1 0.0
H -3.640 -3.155 0.418 0.0 -0.1 0.0
H -1.621 0.293 -2.825 0.0 0.0 0.0
H -0.318 -0.055 -3.964 0.0 0.0 0.0
H -0.311 1.464 -3.049 0.0 0.0 0.0
H 1.929 1.471 -3.208 0.0 0.0 0.0
H 4.343 1.709 -2.692 0.0 0.0 0.0
H 5.325 0.353 -0.835 0.0 0.0 0.0
H 3.796 -1.157 0.457 -0.1 0.0 0.0
F 2.903 -3.747 0.139 0.3 0.0 -0.5
C 1.653 -3.529 -0.310 -1.9 -0.1 2.1
F 1.463 -4.233 -1.423 0.5 0.7 -0.7
F 0.820 -4.206 0.592 0.2 -0.8 0.5
Br -0.126 3.852 -0.557 0.0 0.0 0.0
C -0.382 4.132 1.299 0.0 0.0 0.0
C -1.057 5.282 1.684 0.0 0.0 0.0
C -1.256 5.547 3.029 0.0 0.0 0.0
C -0.787 4.660 3.987 0.0 -0.1 0.0
C -0.124 3.506 3.598 -0.1 0.1 0.0
C 0.088 3.233 2.250 0.0 0.1 -0.1
I 1.071 1.476 1.759 0.0 -0.1 0.2
H -1.427 5.962 0.929 0.0 0.0 0.0
H -1.778 6.447 3.327 0.0 0.0 0.0
H -0.937 4.861 5.040 0.0 0.0 0.0
H 0.233 2.806 4.341 0.0 0.0 0.0
C 2.221 -1.956 3.277 -0.4 -0.4 0.0
O 1.774 -1.564 2.014 1.1 0.4 0.5
H 3.047 -1.311 3.587 0.0 0.0 -0.1
H 2.578 -2.990 3.278 0.0 0.0 0.0
H 1.430 -1.874 4.030 0.0 0.0 0.0

---

no.,M (g mol⁻¹)
1,1234.5
2,864.0
3,540.2
4,660.1